Arrangement one

DFT (ωB97M-V/def2-TZVPD) results for the molecule CH5N3.

LUMO   1.2 eV
Spin multiplicity   1
Total charge   0

Each line ends with the natural charge from an NBO analysis.
CARTESIAN COORDINATES (ANGSTROEM)
N: 1.22914 -0.44732 0.27340  -0.8365
C: 0.06102 0.32835 0.33849  0.1922
N: -1.22547 -0.39022 0.28508  -0.4491
N: -0.87379 0.47409 -0.80812  -0.5124
H: 1.96661 0.00176 -0.25627  0.3656
H: 1.04848 -1.37368 -0.09696  0.3743
H: 0.20236 1.27844 0.85242  0.1781
H: -1.64999 0.21593 1.07304  0.3373
H: -0.75836 -0.08735 -1.66107  0.3505


Arrangement two

DFT (ωB97M-V/def2-TZVPD) results for the molecule CH5N3.

LUMO   0.8 eV
Spin multiplicity   1
Total charge   0

Each line ends with the natural charge from an NBO analysis.
CARTESIAN COORDINATES (ANGSTROEM)
H: 1.94718 0.87505 -0.29554  0.3067
N: 1.94504 -0.07848 -0.01960  -0.6743
C: 0.66930 -0.26097 0.05792  0.2795
N: -0.52580 0.40608 0.05833  -0.4618
N: -1.72551 -0.06672 -0.13231  -0.6267
H: 0.32065 -1.35043 0.38531  0.1036
H: -0.34357 1.39045 0.02731  0.3534
H: -2.18400 -0.20462 1.01564  0.3383
H: -1.61216 -0.97084 -0.82519  0.3812


Energies, relative to the best one, in hartree: arrangement one 0.0000; arrangement two 0.0378.


Arrangement one

DFT (ωB97M-V/def2-TZVPD) results for the ion C6H15N4 with charge +1.

LUMO   -2.5 eV
Spin multiplicity   1
Total charge   +1

Each line ends with the natural charge from an NBO analysis.
CARTESIAN COORDINATES (ANGSTROEM)
C: -0.76822 -1.01163 -2.65006  -0.6428
C: -1.01852 -0.60353 -1.25758  -0.1372
N: 0.25095 0.26762 -0.59893  -0.4328
C: -0.32481 1.01943 0.50526  -0.2726
C: -0.48816 0.40493 1.71222  0.2628
C: -0.28969 -1.06733 2.07523  -0.6912
N: -0.97364 1.10741 2.81901  -0.7941
C: 1.54136 0.55432 -0.71216  0.6922
N: 2.33147 -0.24380 -1.52506  -0.7983
N: 2.26209 1.49867 -0.07489  -0.7632
H: -0.39891 -0.11603 -3.33235  0.2385
H: -1.63958 -1.58550 -2.91697  0.2572
H: 0.15148 -1.78319 -2.71473  0.1963
H: -0.96515 -1.56887 -0.69041  0.2351
H: -1.79535 0.14608 -1.15002  0.2446
H: -0.64227 2.08878 0.43095  0.2151
H: -1.31201 -1.50189 2.02125  0.2439
H: 0.13483 -1.16461 3.18107  0.2485
H: 0.38071 -1.73332 1.50382  0.2385
H: -1.27844 2.04984 2.72224  0.3910
H: -1.30693 0.66549 3.62095  0.3986
H: 1.88396 -0.99615 -2.05081  0.4045
H: 3.22841 -0.05257 -1.90635  0.4168
H: 3.25381 1.58110 -0.08589  0.4317
H: 1.70422 2.13641 0.38961  0.4169


Arrangement two

DFT (ωB97M-V/def2-TZVPD) results for the ion C6H15N4 with charge +1.

LUMO   -4.8 eV
Spin multiplicity   1
Total charge   +1

Each line ends with the natural charge from an NBO analysis.
CARTESIAN COORDINATES (ANGSTROEM)
C: -0.50289 -2.72459 0.56023  -0.4938
N: -0.53691 -1.33261 0.87712  0.0138
N: -1.33924 -0.56205 0.28309  -0.2395
C: -1.27472 0.79239 0.25774  0.5385
C: -2.62578 1.48931 0.27370  -0.6595
N: -0.15010 1.46441 0.06267  -0.5068
C: 1.22425 0.91074 -0.10526  0.1250
C: 1.95890 1.02345 1.28719  -0.6023
N: 1.28002 -0.44205 -0.56409  -0.6232
C: 0.75984 -0.67826 -1.90668  -0.4485
H: -1.47134 -3.33091 0.53378  0.2561
H: -0.10704 -2.68658 -0.50673  0.2568
H: 0.06015 -3.16430 1.36851  0.2386
H: -2.43683 2.27318 1.01702  0.2440
H: -3.36499 0.95615 0.72618  0.2583
H: -2.94086 1.80614 -0.68757  0.2618
H: -0.28715 2.51692 -0.14307  0.4476
H: 1.61993 1.55509 -0.95652  0.1929
H: 1.30836 0.23003 1.83529  0.2373
H: 1.95673 2.02666 1.69095  0.2370
H: 2.89368 0.66356 1.16038  0.2154
H: 2.26445 -0.70703 -0.34418  0.4058
H: -0.42891 -0.66420 -1.77169  0.1996
H: 0.81343 0.10048 -2.64583  0.2041
H: 1.32701 -1.51592 -2.30226  0.2409


Energies, relative to the best one, in hartree: arrangement one 0.0000; arrangement two 0.0890.


Arrangement one

DFT (ωB97M-V/def2-TZVPD) results for the molecule C5H8F2O.

LUMO   0.7 eV
Spin multiplicity   1
Total charge   0

Each line ends with the natural charge from an NBO analysis.
CARTESIAN COORDINATES (ANGSTROEM)
C: -1.51291 0.65688 0.90462  -0.6178
C: -1.03008 -0.16664 -0.29114  0.0972
O: -2.12081 -0.80983 -0.83864  -0.7407
C: 0.21589 -1.12809 -0.16355  -0.3236
C: 1.36990 -0.56605 -0.01398  0.3667
F: 2.39272 -1.54446 0.14858  -0.3787
C: 2.03026 0.79348 -0.27065  -0.0121
F: 1.17678 1.71169 -0.67910  -0.3307
H: -2.03250 0.15495 1.75895  0.2144
H: -0.84500 1.36396 1.11708  0.2048
H: -2.33259 1.29847 0.53539  0.2179
H: -0.86233 0.59812 -0.96498  0.1722
H: -1.98366 -1.62444 -1.42492  0.4854
H: 0.27270 -2.04025 0.24098  0.2297
H: 2.99926 0.36491 -1.07517  0.2222
H: 2.26237 0.93730 1.01653  0.1931


Arrangement two

DFT (ωB97M-V/def2-TZVPD) results for the molecule C5H8F2O.

LUMO   0.7 eV
Spin multiplicity   1
Total charge   0

Each line ends with the natural charge from an NBO analysis.
CARTESIAN COORDINATES (ANGSTROEM)
C: -0.50055 -1.51149 -0.48668  -0.6234
C: -0.11297 -0.51068 0.57833  -0.2686
C: 1.04399 0.45659 0.36180  0.0614
O: 2.24050 0.10122 -0.22047  -0.6907
C: 0.08041 1.36073 -0.35630  0.1544
F: 0.14608 2.70265 -0.24136  -0.3406
C: -1.03639 0.72179 0.42686  0.1798
F: -2.18027 0.59177 -0.21338  -0.3316
H: -0.27158 -1.24592 -1.48277  0.2109
H: 0.05311 -2.45931 -0.28233  0.2082
H: -1.53958 -1.68670 -0.42702  0.2330
H: -0.24156 -1.03384 1.57584  0.2169
H: 1.25287 0.94940 1.32450  0.1762
H: 2.21968 -0.84210 -0.42935  0.4752
H: 0.04691 1.08536 -1.46138  0.1687
H: -1.20065 1.32053 1.33370  0.1702


Energies, relative to the best one, in hartree: arrangement one 0.1117; arrangement two 0.0000.


Arrangement one

DFT (ωB97M-V/def2-TZVPD) results for a cluster of 2 separate species, C3H7NO2 in total.

LUMO (spin up / spin down)   -3.0 / -3.0 eV
Spin multiplicity   1
Total charge   0

Each line ends with the natural charge from an NBO analysis.
CARTESIAN COORDINATES (ANGSTROEM)
C: -1.90550 0.15554 -0.26487  -0.4709
C: 1.69924 -0.87937 -0.44810  -0.6888
C: 0.35830 -0.50059 0.10736  0.5412
O: 0.20639 -0.38578 1.35809  -0.3294
O: 0.27941 1.60483 0.91145  -0.6656
N: -0.58818 -0.09005 -0.76158  -0.2159
H: 0.64318 2.38577 1.36812  0.4446
H: -2.31413 1.03415 -0.76800  0.2268
H: -2.52015 -0.69471 -0.60457  0.2335
H: -1.98158 0.24947 0.81795  0.2213
H: 2.40578 -0.08046 -0.21179  0.2430
H: 2.04687 -1.79744 0.02579  0.2284
H: 1.67037 -1.00134 -1.52984  0.2319


Arrangement two

DFT (ωB97M-V/def2-TZVPD) results for the molecule C3H7NO2.

LUMO   0.7 eV
Spin multiplicity   1
Total charge   0

Each line ends with the natural charge from an NBO analysis.
CARTESIAN COORDINATES (ANGSTROEM)
C: 0.62716 0.26870 -1.79417  -0.6205
C: -0.44208 0.19048 -0.66738  -0.2131
N: -0.37046 0.59301 0.67849  -0.6398
C: 0.04790 -0.40422 1.41243  0.8625
O: 0.92383 -1.18922 1.11356  -0.6419
O: -0.33683 -0.34667 2.70735  -0.7184
H: 0.50414 1.29572 -2.22609  0.1947
H: 1.68379 0.12524 -1.58098  0.2290
H: 0.38331 -0.43637 -2.57989  0.2194
H: -1.32096 0.73913 -0.97863  0.1944
H: -0.55392 -0.93708 -0.43587  0.2051
H: -0.79356 1.35591 1.24286  0.4222
H: -0.35232 -1.25462 3.10832  0.5065


Arrangement three

DFT (ωB97M-V/def2-TZVPD) results for the molecule C3H7NO2.

LUMO   0.7 eV
Spin multiplicity   1
Total charge   0

Each line ends with the natural charge from an NBO analysis.
CARTESIAN COORDINATES (ANGSTROEM)
O: 1.50032 -0.75071 1.28402  -0.6306
C: 1.76781 0.00656 0.35948  0.5290
N: 0.90074 0.60561 -0.50235  -0.6151
C: -0.61182 0.39665 -0.79107  -0.2330
C: -1.37846 -0.53955 0.17959  -0.0762
O: -0.98422 -0.16994 1.45878  -0.7433
H: 2.84149 0.23129 0.19230  0.1330
H: 1.41530 1.18950 -1.16024  0.3971
H: -1.13127 1.36541 -0.72561  0.2092
H: -0.63126 0.04591 -1.82416  0.1971
H: -2.47915 -0.40758 0.12445  0.1903
H: -1.22370 -1.61164 -0.04346  0.1608
H: -0.03422 -0.44050 1.50238  0.4818


Energies, relative to the best one, in hartree: arrangement one 0.1903; arrangement two 0.0105; arrangement three 0.0000.


Arrangement one

DFT (ωB97M-V/def2-TZVPD) results for the molecule C3H7NO2.

LUMO   0.7 eV
Spin multiplicity   1
Total charge   0

Each line ends with the natural charge from an NBO analysis.
CARTESIAN COORDINATES (ANGSTROEM)
C: 1.43060 0.18627 0.00308  -0.6288
C: 0.07264 0.17798 0.70318  0.0040
O: -0.62130 1.40310 0.52137  -0.7265
C: -0.74801 -0.93985 0.07219  0.6550
N: -1.44369 -0.54889 -1.02174  -0.8266
O: -0.66711 -2.09012 0.46490  -0.6144
H: 1.98813 -0.72648 0.22959  0.2336
H: 2.03006 1.05020 0.30856  0.2054
H: 1.28498 0.24155 -1.08025  0.2155
H: 0.17716 -0.05883 1.76862  0.1884
H: -0.04751 2.11569 0.82822  0.4756
H: -1.52437 0.43227 -1.23558  0.4144
H: -1.93159 -1.24289 -1.56212  0.4044


Arrangement two

DFT (ωB97M-V/def2-TZVPD) results for a structure of composition C3H7NO2.

LUMO   0.4 eV
Spin multiplicity   1
Total charge   0

Each line ends with the natural charge from an NBO analysis.
CARTESIAN COORDINATES (ANGSTROEM)
C: 2.08559 0.18834 -0.10089  -0.4266
N: 0.72223 -0.24734 -0.19990  -0.5360
C: -0.15044 0.17017 0.60906  0.4723
O: -0.31513 1.01373 1.56742  -0.5589
C: -1.60123 0.02673 0.64201  0.3835
O: -2.42005 0.51109 -0.26057  -0.6037
H: 2.38892 0.61967 -1.06136  0.2012
H: 2.23323 0.92280 0.69576  0.1893
H: 2.71451 -0.68976 0.07995  0.2033
H: -0.42538 -1.22116 -1.12387  0.0805
H: -2.11659 -0.37678 1.50117  0.2060
H: -1.13883 -1.47965 -1.22186  -0.1249
H: -1.97684 0.56217 -1.12691  0.5140


Arrangement three

DFT (ωB97M-V/def2-TZVPD) results for a structure of composition C3H7NO2.

LUMO   0.7 eV
Spin multiplicity   1
Total charge   0

Each line ends with the natural charge from an NBO analysis.
CARTESIAN COORDINATES (ANGSTROEM)
C: -0.12760 -2.00081 -0.54129  -0.4208
N: -0.11398 -0.55070 -0.37702  -0.6297
C: 0.43033 0.12588 0.67657  0.5841
O: 1.04207 -0.35115 1.59913  -0.5885
C: -0.16101 1.89261 0.61745  -0.1427
O: -0.05211 2.24435 -0.72753  -0.7326
H: 0.30098 -2.28765 -1.50762  0.2045
H: 0.46262 -2.44703 0.26055  0.2338
H: -1.15202 -2.39321 -0.48567  0.2032
H: -0.54956 0.02612 -1.08332  0.4131
H: 0.50045 2.47635 1.26634  0.1902
H: -1.16264 1.74177 0.99779  0.1883
H: 0.61816 1.43701 -0.36661  0.4970


Arrangement four

DFT (ωB97M-V/def2-TZVPD) results for the molecule C3H7NO2.

LUMO   0.7 eV
Spin multiplicity   1
Total charge   0

Each line ends with the natural charge from an NBO analysis.
CARTESIAN COORDINATES (ANGSTROEM)
C: -0.67059 1.38907 -0.19781  -0.6050
C: 0.11427 0.19147 0.25397  -0.1570
N: 1.53278 0.24515 -0.28374  -0.8323
C: -0.49317 -1.11070 -0.17941  0.7822
O: -1.56500 -1.05644 -0.78263  -0.5654
O: 0.05763 -2.29674 0.46575  -0.6941
H: -1.67679 1.37032 0.04316  0.2251
H: -0.64048 1.57846 -1.26827  0.2278
H: -0.21151 2.29634 0.25519  0.2060
H: 0.04171 0.08413 1.34975  0.2005
H: 2.04245 -0.71462 -0.12940  0.3664
H: 2.14530 0.85714 0.19642  0.3607
H: -0.67659 -2.83358 0.27703  0.4851


Energies, relative to the best one, in hartree: arrangement one 0.0000; arrangement two 0.1502; arrangement three 0.1309; arrangement four 0.0360.